{"formula": "C5H9NO2", "method": "ωB97M-V with the def2-TZVPD basis set", "max_force_ev_per_a": 1.0, "gap_ev": 9.9, "spin_multiplicity": 1, "smiles": "O=C(O)[C@@H]1CCCN1", "e_lumo_ha": 0.0266, "elements": ["O", "C", "O", "C", "C", "C", "C", "N", "H", "H", "H", "H", "H", "H", "H", "H", "H"], "coordinates": [[-2.350, 1.129, -0.351], [-1.755, 0.150, 0.034], [-2.229, -1.097, -0.159], [-0.456, 0.158, 0.848], [0.482, 1.257, 0.333], [1.566, 0.494, -0.475], [1.050, -0.944, -0.520], [0.332, -1.072, 0.753], [-3.047, -0.970, -0.648], [-0.746, 0.318, 1.877], [0.939, 1.809, 1.157], [-0.059, 1.998, -0.250], [1.716, 0.920, -1.470], [2.545, 0.516, 0.046], [1.848, -1.691, -0.569], [0.429, -1.099, -1.384], [-0.266, -1.874, 0.778]]}